Below is C9H22O2SSi in the gas phase at a distorted geometry, with properties calculated with ωB97M-V/def2-TZVPD.

Multiplicity: 1
Energy above the lowest of the compared OMol25 structures with the same formula, charge and spin: 0.000 eV
DFT total energy: -32497.457 eV
HOMO: -9.7 eV
SMILES: CC[Si](CC)(CC)CS(=O)(=O)CC
Net charge: 0
Gap between HOMO and LUMO: 10.19 eV

Each line ends with the Mulliken charge.
Cartesian coordinates (Å):
O: -1.23723 -2.36887 0.56119  -0.720
O: 1.21016 -2.06914 -0.53300  -0.662
C: 0.14048 -0.48061 2.71645  -1.063
C: 3.05070 0.69323 -0.80682  -1.181
C: -1.91832 2.56066 0.77045  -1.311
C: -2.17904 -2.88473 -2.12371  -1.115
C: 1.20955 0.07111 1.80952  -0.593
C: 1.93527 1.68395 -0.55481  -0.475
C: -0.44950 2.49638 1.09725  -0.638
C: -0.69888 -2.53266 -2.14230  -0.534
C: -0.65594 -0.07998 -0.64604  -0.849
Si: 0.48480 1.00862 0.37645  -0.047
S: -0.26182 -1.85723 -0.48434  1.171
H: 0.51741 -1.14750 3.51236  0.336
H: -0.54957 -1.11943 2.16912  0.228
H: -0.45958 0.34403 3.14676  0.258
H: 3.80088 1.15043 -1.43890  0.422
H: 2.67794 -0.18338 -1.29883  0.258
H: 3.56486 0.38960 0.14410  0.237
H: -2.46397 1.69550 1.19259  0.294
H: -2.05710 2.54634 -0.31221  0.298
H: -2.40197 3.46619 1.15970  0.370
H: -2.43500 -3.53997 -1.30346  0.312
H: -2.49163 -3.37362 -3.04231  0.390
H: -2.74813 -1.98322 -2.03491  0.307
H: 1.76974 -0.74417 1.36758  0.414
H: 1.90744 0.67664 2.36680  0.517
H: 2.28121 2.56910 -0.01840  0.360
H: 1.52166 2.02986 -1.47198  0.415
H: 0.10073 3.40531 0.81783  0.460
H: -0.31217 2.43612 2.14746  0.470
H: -0.05488 -3.39186 -2.33107  0.409
H: -0.45696 -1.77463 -2.91010  0.306
H: -0.68896 0.22944 -1.68916  0.626
H: -1.65219 0.07849 -0.21326  0.330